Arrangement P

The following is a DFT calculation (ωB97M-V with the def2-TZVPD basis set) of a 2-piece molecular cluster, C10H19N2 overall.

The highest occupied orbital energy comes out at -10.96 eV. The charge is +1.

Each line ends with the natural charge from an NBO analysis.
Positions of all 31 atoms, in Å:
C (-0.413, -0.090, -0.112)  0.54
C (-0.231, 0.993, -0.829)  -0.08
C (3.782, 0.023, -0.203)  0.14
C (-1.569, 1.669, -1.011)  -0.39
C (-2.467, 1.437, 0.297)  -0.42
C (-2.635, -0.086, 0.450)  -0.33
C (-1.221, -0.944, 0.745)  -0.17
C (0.820, 1.411, -1.782)  -0.62
C (-1.383, -2.290, 0.133)  -0.62
C (-0.733, -0.917, 2.252)  -0.60
N (4.622, 1.021, 0.223)  -0.82
N (4.104, -1.277, -0.016)  -0.84
H (-1.466, 2.716, -1.290)  0.26
H (-2.157, 1.257, -1.747)  0.23
H (-1.959, 1.825, 1.190)  0.22
H (-3.509, 1.924, 0.345)  0.26
H (-3.342, -0.344, 1.253)  0.27
H (-2.955, -0.438, -0.587)  0.22
H (0.277, 0.857, -2.542)  0.25
H (1.721, 0.930, -1.482)  0.28
H (0.916, 2.493, -1.861)  0.25
H (-2.383, -2.863, 0.325)  0.25
H (-0.522, -2.994, 0.302)  0.24
H (-1.345, -2.064, -0.950)  0.22
H (0.385, -0.906, 2.283)  0.24
H (-1.152, -1.775, 2.775)  0.24
H (-1.095, 0.023, 2.709)  0.22
H (4.221, 1.923, 0.067)  0.41
H (5.544, 0.747, 0.417)  0.38
H (3.587, -1.947, -0.598)  0.40
H (4.795, -1.749, 0.630)  0.38

Arrangement Q

The following is a DFT calculation (ωB97M-V with the def2-TZVPD basis set) of a 2-piece molecular cluster, C10H19N2 overall.

The highest occupied orbital energy comes out at -12.24 eV. The charge is +1.

Each line ends with the natural charge from an NBO analysis.
Positions of all 31 atoms, in Å:
C (-2.339, 0.167, -0.675)  -0.28
C (-2.557, -0.758, 0.489)  -0.26
C (-2.146, 1.510, -0.645)  -0.39
C (-1.908, -0.726, 1.625)  -0.37
C (1.219, -2.185, 0.865)  -0.45
C (1.036, 1.929, -0.020)  -0.46
C (1.534, 1.443, 1.337)  -0.22
C (1.393, 0.897, -1.028)  -0.23
C (0.997, -0.929, 0.640)  0.35
C (0.593, -1.437, -1.807)  -0.41
N (1.071, 0.074, 1.602)  -0.64
N (0.668, -0.399, -0.679)  -0.49
H (-2.400, -0.228, -1.676)  0.22
H (-3.492, -1.377, 0.470)  0.24
H (-2.160, 2.200, 0.257)  0.22
H (-2.209, 2.246, -1.510)  0.23
H (-2.294, -1.309, 2.480)  0.23
H (-1.063, 0.023, 1.731)  0.21
H (1.530, -2.422, 1.835)  0.23
H (1.207, -2.867, 0.130)  0.22
H (-0.017, 2.196, -0.134)  0.24
H (1.567, 2.870, -0.255)  0.26
H (2.632, 1.389, 1.164)  0.18
H (1.438, 2.127, 2.246)  0.25
H (1.014, 1.133, -2.106)  0.24
H (2.542, 0.896, -1.135)  0.25
H (0.082, -2.333, -1.427)  0.25
H (0.052, -1.012, -2.739)  0.25
H (1.638, -1.530, -2.057)  0.23
H (1.237, -0.350, 2.549)  0.42
H (-0.284, -0.010, -0.652)  0.52

arrangement Q is preferred energetically. Next in line: 164.8 kJ/mol higher.

Arrangement P

The following is a DFT calculation (ωB97M-V with the def2-TZVPD basis set) of H2KO as an isolated structure.

The highest occupied orbital energy comes out at -17.01 eV. The charge is +1.

Each line ends with the natural charge from an NBO analysis.
Positions of all 4 atoms, in Å:
O (0.825, 2.802, 0.529)  -1.01
H (0.268, 3.607, 0.635)  0.51
H (1.479, 2.854, 1.262)  0.50
K (0.139, 0.471, 0.093)  1.00

Arrangement Q

The following is a DFT calculation (ωB97M-V with the def2-TZVPD basis set) of H2KO as an isolated structure.

The highest occupied orbital energy comes out at -15.65 eV. The charge is +1.

Each line ends with the natural charge from an NBO analysis.
Positions of all 4 atoms, in Å:
O (1.319, 1.966, -2.474)  -0.91
H (1.343, 1.054, -2.840)  0.47
H (0.490, 1.999, -1.944)  0.44
K (-0.105, -0.175, 0.220)  1.00

arrangement P is preferred energetically. Next in line: 81.5 kJ/mol higher.

Arrangement P

The following is a DFT calculation (ωB97M-V with the def2-TZVPD basis set) of the molecule CH2N2OS2.

The highest occupied orbital energy (alpha / beta) comes out at -8.88 / -8.62 eV.

Each line ends with the natural charge from an NBO analysis.
Positions of all 8 atoms, in Å:
C (-0.237, 0.250, -0.087)  -0.15
N (-1.141, 1.145, 0.029)  -0.17
N (-1.550, 1.721, 1.074)  -0.36
O (1.960, 3.277, 2.983)  -0.86
S (-0.674, 2.444, 2.300)  0.31
S (1.310, 2.108, 2.543)  0.86
H (0.275, -0.196, 0.876)  0.16
H (0.159, -0.101, -1.020)  0.20

Arrangement Q

The following is a DFT calculation (ωB97M-V with the def2-TZVPD basis set) of a 2-piece molecular cluster, CH2N2OS2 overall.

The highest occupied orbital energy (alpha / beta) comes out at -9.97 / -7.93 eV.

Each line ends with the natural charge from an NBO analysis.
Positions of all 8 atoms, in Å:
C (0.859, 0.092, -0.023)  -0.07
N (-2.519, 0.573, -0.260)  0.20
N (0.080, 1.076, -0.076)  -0.65
O (-2.897, -0.184, 0.502)  -0.22
S (2.591, 0.255, 0.202)  0.18
S (0.178, -1.578, 0.013)  0.04
H (0.462, 1.989, 0.128)  0.37
H (1.247, -2.223, -0.485)  0.14

arrangement Q is preferred energetically. Next in line: 21.5 kJ/mol higher.

Arrangement P

The following is a DFT calculation (ωB97M-V with the def2-TZVPD basis set) of a 2-piece molecular cluster, CH2N2OS2 overall.

The highest occupied orbital energy comes out at -9.05 eV.

Each line ends with the natural charge from an NBO analysis.
Positions of all 8 atoms, in Å:
C (0.895, 0.028, -0.017)  -0.51
N (0.970, -1.230, 0.132)  0.09
N (0.907, -2.339, 0.298)  0.07
O (-1.197, 2.112, -0.028)  -0.88
S (-2.421, -0.394, -0.588)  -0.36
S (-1.374, 0.777, 0.515)  1.08
H (1.381, 0.651, 0.717)  0.25
H (0.838, 0.395, -1.029)  0.26

Arrangement Q

The following is a DFT calculation (ωB97M-V with the def2-TZVPD basis set) of a 2-piece molecular cluster, CH2N2OS2 overall.

The highest occupied orbital energy comes out at -8.81 eV.

Each line ends with the natural charge from an NBO analysis.
Positions of all 8 atoms, in Å:
C (-1.709, 0.014, 0.234)  -0.47
N (-0.990, 1.001, -0.071)  0.04
N (-0.353, 1.876, -0.414)  -0.06
O (1.412, -1.246, -0.909)  -0.83
S (3.076, -0.351, 1.149)  -0.26
S (2.356, -0.200, -0.592)  1.08
H (-2.569, -0.389, -0.470)  0.25
H (-1.223, -0.705, 1.073)  0.24

arrangement P is preferred energetically. Next in line: 34.5 kJ/mol higher.

Arrangement P

The following is a DFT calculation (ωB97M-V with the def2-TZVPD basis set) of the molecule C8H9BN2O2.

The highest occupied orbital energy (alpha / beta) comes out at -8.37 / -8.38 eV. As for the SMILES: CC1=CC=C2N=NC=C2[C@@H]1B(O)O.

Each line ends with the natural charge from an NBO analysis.
Positions of all 22 atoms, in Å:
C (2.105, 0.273, 1.538)  -0.65
C (1.119, -0.373, 0.625)  0.23
C (1.470, -1.236, -0.401)  -0.32
C (0.433, -1.975, -1.038)  -0.03
C (-0.855, -1.527, -0.929)  0.01
N (-1.943, -1.937, -1.723)  -0.22
N (-2.961, -1.256, -1.272)  -0.20
C (-2.577, -0.443, -0.260)  -0.11
C (-1.248, -0.485, 0.008)  -0.06
C (-0.247, 0.236, 0.797)  -0.62
B (-0.147, 1.675, 0.005)  1.15
O (0.561, 1.537, -1.156)  -0.88
O (-1.097, 2.617, 0.400)  -0.87
H (2.021, 1.362, 1.263)  0.22
H (3.055, -0.130, 1.378)  0.22
H (1.744, 0.009, 2.538)  0.23
H (2.418, -1.705, -0.307)  0.21
H (0.566, -2.970, -1.539)  0.24
H (-3.195, 0.359, 0.176)  0.20
H (-0.437, 0.514, 1.841)  0.26
H (0.393, 2.093, -1.840)  0.49
H (-1.180, 3.360, -0.103)  0.49

Arrangement Q

The following is a DFT calculation (ωB97M-V with the def2-TZVPD basis set) of the molecule C8H9BN2O2.

The highest occupied orbital energy comes out at -7.95 eV. As for the SMILES: C/N=C1/Nc2ccccc2B(O)O1.

Each line ends with the natural charge from an NBO analysis.
Positions of all 22 atoms, in Å:
C (3.906, 0.331, 0.166)  -0.44
N (2.706, 1.045, -0.063)  -0.53
C (1.614, 0.401, 0.016)  0.70
N (0.459, 1.227, -0.239)  -0.60
C (-0.802, 0.717, -0.162)  0.22
C (-1.917, 1.536, -0.088)  -0.28
C (-3.188, 1.059, 0.184)  -0.15
C (-3.422, -0.314, 0.098)  -0.27
C (-2.329, -1.139, -0.089)  -0.14
C (-0.987, -0.705, -0.092)  -0.45
B (0.281, -1.509, 0.016)  1.10
O (0.368, -2.835, -0.228)  -0.87
O (1.522, -0.890, 0.166)  -0.66
H (4.330, 0.555, 1.200)  0.19
H (3.738, -0.680, -0.019)  0.19
H (4.774, 0.791, -0.340)  0.20
H (0.597, 2.174, -0.553)  0.43
H (-1.845, 2.583, -0.163)  0.21
H (-3.975, 1.769, 0.382)  0.21
H (-4.520, -0.713, 0.177)  0.22
H (-2.582, -2.172, -0.194)  0.22
H (1.270, -3.230, -0.176)  0.50

arrangement Q is preferred energetically. Next in line: 251.4 kJ/mol higher.

Arrangement P

The following is a DFT calculation (ωB97M-V with the def2-TZVPD basis set) of the molecule C6H11NS.

The highest occupied orbital energy comes out at -8.15 eV. As for the SMILES: C[C@@H]1C[C@]2(S)C[C@@H]2N1.

Each line ends with the natural charge from an NBO analysis.
Positions of all 19 atoms, in Å:
C (1.410, 0.833, 1.564)  -0.61
C (0.544, 1.120, 0.341)  -0.06
C (-0.858, 0.551, 0.588)  -0.41
C (-1.105, -0.495, -0.478)  -0.20
S (-2.816, -0.739, -0.949)  0.00
C (-0.156, -1.622, -0.617)  -0.43
C (0.100, -0.393, -1.390)  -0.06
N (1.127, 0.481, -0.855)  -0.64
H (1.030, 1.400, 2.446)  0.20
H (2.428, 1.144, 1.336)  0.21
H (1.458, -0.269, 1.810)  0.21
H (0.443, 2.175, 0.110)  0.19
H (-1.603, 1.332, 0.549)  0.22
H (-0.886, 0.189, 1.627)  0.21
H (-2.746, -2.101, -1.075)  0.13
H (0.582, -1.815, 0.172)  0.22
H (-0.455, -2.530, -1.142)  0.22
H (-0.020, -0.299, -2.453)  0.21
H (1.523, 1.038, -1.584)  0.38

Arrangement Q

The following is a DFT calculation (ωB97M-V with the def2-TZVPD basis set) of a 2-piece molecular cluster, C6H11NS overall.

The highest occupied orbital energy comes out at -7.73 eV. As for the SMILES: C/C=[N+](/C)[S-].C#CC.

Each line ends with the natural charge from an NBO analysis.
Positions of all 19 atoms, in Å:
C (-1.157, 1.049, -1.471)  -0.71
C (-0.873, -0.065, -0.566)  0.15
N (-1.754, -0.529, 0.198)  -0.41
C (-1.467, -1.808, 0.822)  -0.44
S (-3.264, 0.082, 0.432)  -0.24
H (-2.278, 1.186, -1.646)  0.27
H (-0.697, 0.884, -2.486)  0.23
H (-0.790, 2.006, -0.950)  0.26
H (0.066, -0.560, -0.529)  0.20
H (-1.916, -2.748, 0.299)  0.23
H (-0.319, -1.885, 0.857)  0.21
H (-2.036, -2.050, 1.768)  0.25
C (1.040, 0.950, 1.537)  -0.27
C (2.029, 0.895, 0.811)  -0.01
C (3.135, 0.552, -0.062)  -0.71
H (0.072, 0.851, 1.988)  0.25
H (3.845, -0.189, 0.388)  0.25
H (3.631, 1.484, -0.523)  0.25
H (2.734, -0.103, -0.865)  0.24

Arrangement R

The following is a DFT calculation (ωB97M-V with the def2-TZVPD basis set) of C6H11NS as an isolated structure.

The highest occupied orbital energy comes out at -8.61 eV.

Each line ends with the natural charge from an NBO analysis.
Positions of all 19 atoms, in Å:
C (-1.277, 0.834, -0.019)  -0.62
C (-0.028, 0.524, -0.715)  0.07
C (1.113, 0.484, 0.392)  -0.42
C (1.119, -1.001, 1.003)  -0.49
C (0.229, -1.852, -0.039)  -0.19
C (-0.411, -1.095, -0.979)  -0.28
H (-1.326, 1.887, 0.162)  0.20
H (-2.261, 0.505, -0.454)  0.23
H (-1.451, 0.360, 1.019)  0.23
H (0.558, 0.332, -2.538)  0.40
H (-0.729, 1.885, -1.909)  0.37
H (2.217, 1.089, 0.118)  0.25
H (0.866, 1.283, 1.218)  0.22
H (2.169, -1.537, 0.756)  0.26
H (-0.564, 0.549, 2.300)  0.10
H (0.208, -2.874, 0.318)  0.21
H (-1.267, -1.599, -1.567)  0.23
N (0.259, 1.265, -1.721)  -0.81
S (0.576, -1.042, 2.656)  0.04

arrangement P is preferred energetically. Next in line: 274.7 kJ/mol higher.